No. 1
Below is a structure of composition C27H22HgN6O3S, with properties calculated with the ωB97M-V functional and the def2-TZVPD basis.

```
! wB97M-V def2-TZVPD RIJCOSX def2/J DEFGRID3
* xyz -2 1
Hg 2.904 -0.665 -2.452
C -1.388 3.082 2.165
O -2.442 2.205 2.553
C -2.324 0.846 2.492
C -3.337 0.183 3.182
C -3.419 -1.197 3.204
C -2.449 -1.948 2.553
C -1.427 -1.298 1.888
C -1.349 0.097 1.811
N -0.305 0.696 1.064
C 0.177 0.306 -0.195
N -0.714 -0.401 -0.935
C -0.670 -0.964 -2.252
C 0.429 -0.924 -3.114
C 0.222 -1.571 -4.340
C -0.967 -2.192 -4.716
C -2.038 -2.202 -3.831
C -1.875 -1.589 -2.606
O -2.921 -1.612 -1.684
C -3.822 -0.519 -1.815
N 1.330 0.682 -0.610
C 2.163 1.441 0.208
C 3.234 0.835 0.873
C 4.085 1.571 1.685
C 3.883 2.937 1.850
C 2.843 3.560 1.173
C 1.999 2.826 0.350
O 0.978 3.508 -0.266
C 0.743 3.227 -1.657
H -1.736 4.081 2.423
H -1.172 3.044 1.105
H -0.471 2.885 2.728
H -4.067 0.800 3.694
H -4.226 -1.680 3.742
H -2.466 -3.030 2.577
H -0.642 -1.879 1.417
H 0.327 1.306 1.548
H -1.548 -0.678 -0.448
H 1.044 -1.588 -5.059
H -1.059 -2.685 -5.681
H -2.980 -2.682 -4.070
H -4.677 -0.790 -2.444
H -3.329 0.350 -2.257
H -4.188 -0.254 -0.820
H 3.383 -0.231 0.721
H 4.907 1.073 2.187
H 4.538 3.521 2.488
H 2.671 4.627 1.261
H 0.605 4.188 -2.156
H -0.153 2.618 -1.783
H 1.580 2.702 -2.112
S 4.442 2.381 -2.234
C 4.702 1.014 -2.997
N 3.023 -2.721 -0.094
C 2.363 -3.421 0.553
C 1.561 -4.280 1.352
C 1.443 -5.660 1.042
N 1.346 -6.791 0.812
C 0.891 -3.772 2.494
N 0.343 -3.368 3.432
*
```

The frontier orbital gap (alpha / beta) is 0.1593 / 0.1592 Ha. The LUMO energy (alpha / beta) is 4.3 / 4.3 eV. Its largest force on an atom is 0.69 eV Å⁻¹. The energy relative to the best compared isomer or geometry (same formula, charge and spin) comes out at 59.83 kJ/mol. The total energy comes out at -2147.80692 Eh.

=====

No. 2
Below is a structure of composition C27H22IrN5O2S, with properties calculated with the ωB97M-V functional and the def2-TZVPD basis.

```
! wB97M-V def2-TZVPD RIJCOSX def2/J DEFGRID3
* xyz 1 6
Ir -0.523 0.417 0.378
C -5.171 2.394 -1.865
C -4.630 1.426 -2.700
C -3.308 1.040 -2.555
C -2.529 1.634 -1.563
C -3.063 2.604 -0.720
C -4.387 2.982 -0.879
N -1.187 1.219 -1.372
C -0.286 1.266 -2.397
C -0.516 1.838 -3.661
C 0.488 1.810 -4.604
C 1.724 1.232 -4.307
C 1.990 0.690 -3.054
C 0.996 0.723 -2.098
N 1.106 0.270 -0.798
N 2.280 -0.096 -0.324
C 2.179 -0.463 0.965
C 3.305 -0.909 1.682
C 3.149 -1.338 2.970
C 1.873 -1.337 3.553
C 0.808 -0.870 2.829
N 0.949 -0.408 1.568
H -6.202 2.696 -1.986
H -5.242 0.963 -3.462
H -2.885 0.264 -3.179
H -2.430 3.073 0.022
H -4.803 3.751 -0.243
H -1.464 2.309 -3.874
H 0.322 2.247 -5.579
H 2.499 1.220 -5.061
H 2.953 0.265 -2.814
H 4.259 -0.907 1.177
H 4.004 -1.689 3.533
H 1.710 -1.702 4.556
H -0.195 -0.877 3.225
O -1.203 2.959 1.953
C -1.835 2.042 2.419
C -2.771 2.087 3.605
C -3.240 0.647 3.778
C -2.502 -0.138 2.714
O -2.480 -1.337 2.587
N -1.789 0.744 1.888
H -3.574 2.793 3.393
H -2.224 2.476 4.464
H -4.311 0.511 3.624
H -3.005 0.217 4.751
S -1.383 -1.871 -0.273
C -3.053 -1.999 -0.607
C -3.530 -3.266 -1.007
C -4.870 -3.450 -1.274
C -5.758 -2.388 -1.131
C -5.303 -1.134 -0.728
C -3.966 -0.933 -0.474
H -2.827 -4.084 -1.094
H -5.230 -4.422 -1.584
H -6.811 -2.539 -1.329
H -6.002 -0.316 -0.619
H -3.602 0.039 -0.173
*
```

The frontier orbital gap (alpha / beta) is 0.2746 / 0.2291 Ha. The LUMO energy (alpha / beta) is -2.2 / -5.4 eV. Its expectation value of S² is 8.81. Its largest force on an atom is 0.37 eV Å⁻¹. The energy relative to the best compared isomer or geometry (same formula, charge and spin) comes out at 0.00 kJ/mol. The total energy comes out at -1968.61021 Eh.

=====

No. 3
Below is the molecule C27H22N2O6, with properties calculated with the ωB97M-V functional and the def2-TZVPD basis.

```
! wB97M-V def2-TZVPD RIJCOSX def2/J DEFGRID3
* xyz 0 1
O -0.082 -0.587 1.384
C -0.188 -1.383 0.482
O -0.978 -2.453 0.490
C -1.893 -2.578 1.586
C -3.198 -1.916 1.226
C -4.296 -2.675 0.845
C -5.475 -2.057 0.468
C -5.562 -0.675 0.455
C -4.469 0.088 0.828
C -3.292 -0.528 1.216
C 0.549 -1.242 -0.779
N 0.751 -2.182 -1.654
O 0.501 -3.357 -1.672
O 1.434 -1.658 -2.794
C 1.845 -0.347 -2.491
C 3.293 -0.300 -1.991
O 4.027 0.633 -2.165
O 3.568 -1.384 -1.279
C 4.796 -1.372 -0.542
C 4.682 -0.449 0.643
C 5.691 0.449 0.954
C 5.547 1.310 2.029
C 4.389 1.292 2.787
C 3.376 0.400 2.478
C 3.526 -0.472 1.415
C 0.951 0.105 -1.313
C -0.299 0.830 -1.716
C -1.030 0.639 -2.855
N -2.156 1.409 -2.817
C -2.189 2.097 -1.638
C -3.135 2.983 -1.136
C -2.905 3.516 0.113
C -1.764 3.180 0.849
C -0.819 2.310 0.356
C -1.028 1.755 -0.907
H -2.019 -3.651 1.740
H -1.449 -2.113 2.472
H -4.227 -3.753 0.844
H -6.326 -2.656 0.178
H -6.482 -0.194 0.155
H -4.525 1.166 0.818
H -2.444 0.073 1.506
H 1.735 0.278 -3.379
H 5.612 -1.058 -1.200
H 4.943 -2.410 -0.232
H 6.587 0.479 0.352
H 6.338 2.007 2.266
H 4.275 1.974 3.616
H 2.464 0.381 3.055
H 2.736 -1.169 1.176
H 1.504 0.698 -0.581
H -0.825 0.011 -3.701
H -2.855 1.452 -3.539
H -4.017 3.237 -1.705
H -3.619 4.206 0.537
H -1.628 3.618 1.827
H 0.051 2.044 0.936
*
```

The frontier orbital gap is 0.3091 Ha. The LUMO energy is 0.3 eV. Its largest force on an atom is 0.88 eV Å⁻¹. The SMILES is O=C(OCc1ccccc1)C1=[N+]([O-])O[C@H](C(=O)OCc2ccccc2)[C@H]1c1c[nH]c2ccccc12. The energy relative to the best compared isomer or geometry (same formula, charge and spin) comes out at 480.62 kJ/mol. The total energy comes out at -1602.97179 Eh.

=====

No. 4
Below is a structure of composition C27H23AsClO8PPtS, with properties calculated with the ωB97M-V functional and the def2-TZVPD basis.

```
! wB97M-V def2-TZVPD RIJCOSX def2/J DEFGRID3
* xyz -2 1
Pt -0.358 0.280 0.421
O -0.649 -2.221 -2.751
C -0.973 -1.121 -2.304
O -1.391 -0.885 -1.121
C -0.919 0.056 -3.308
P 0.332 1.402 -3.234
C 1.935 0.650 -2.705
C 3.076 1.369 -3.061
C 4.341 0.959 -2.657
C 4.482 -0.199 -1.908
C 3.356 -0.939 -1.568
C 2.092 -0.518 -1.957
C -0.111 2.285 -1.692
C -1.177 1.839 -0.842
C -1.386 2.449 0.405
C -0.655 3.618 0.722
C 0.273 4.109 -0.153
C 0.574 3.419 -1.344
H -1.876 0.587 -3.293
H -0.810 -0.384 -4.300
H 2.965 2.264 -3.664
H 5.212 1.543 -2.933
H 5.464 -0.522 -1.583
H 3.446 -1.839 -0.972
H 1.246 -1.118 -1.660
H -1.956 1.198 -1.235
H -2.242 2.132 0.993
H -0.851 4.131 1.655
H 0.828 5.008 0.089
H 1.372 3.787 -1.982
O -3.520 -1.111 3.784
As -3.845 -0.955 2.049
O -5.476 -1.036 1.870
O -3.008 0.328 1.422
C -3.109 -2.612 1.262
C -4.081 -3.307 0.540
C -3.774 -4.441 -0.193
C -2.472 -4.915 -0.217
C -1.496 -4.257 0.507
C -1.805 -3.117 1.244
S -0.393 -2.412 2.088
O -0.872 -1.600 3.186
O 0.459 -3.513 2.471
O 0.320 -1.594 1.054
H -2.554 -1.192 3.853
H -5.090 -2.911 0.568
H -4.552 -4.948 -0.755
H -2.210 -5.788 -0.803
H -0.476 -4.614 0.506
Cl 4.518 5.805 1.294
C 3.489 4.390 1.446
C 2.592 4.310 2.496
C 1.781 3.189 2.601
C 1.841 2.144 1.678
C 1.003 0.920 1.821
C 2.772 2.259 0.643
C 3.591 3.368 0.516
H 2.529 5.114 3.217
H 1.071 3.122 3.417
H 0.503 0.914 2.795
H 1.686 0.067 1.809
H 2.833 1.465 -0.090
H 4.298 3.441 -0.300
*
```

The frontier orbital gap is 0.2410 Ha. The LUMO energy is 3.8 eV. Its largest force on an atom is 0.43 eV Å⁻¹. The energy relative to the best compared isomer or geometry (same formula, charge and spin) comes out at 97.43 kJ/mol. The total energy comes out at -5199.53026 Eh.

=====

No. 5
Below is a structure of composition C27H23Br3GaN4OS, with properties calculated with the ωB97M-V functional and the def2-TZVPD basis.

```
! wB97M-V def2-TZVPD RIJCOSX def2/J DEFGRID3
* xyz -1 1
Ga -0.027 0.069 0.079
S 2.068 3.461 2.225
C 1.104 4.193 1.010
C 0.472 3.273 0.230
C 0.754 1.920 0.575
C 1.614 1.878 1.642
C 2.158 0.651 2.184
C 3.048 0.564 3.259
C 3.534 -0.674 3.630
C 3.123 -1.804 2.932
C 2.229 -1.635 1.888
N 1.768 -0.447 1.521
H 1.052 5.270 0.955
H -0.160 3.570 -0.596
H 3.344 1.462 3.787
H 4.228 -0.763 4.457
H 3.480 -2.791 3.189
H 1.871 -2.482 1.319
Br -2.393 -0.642 -4.219
C -0.506 -0.587 -4.085
C 0.252 -0.708 -5.251
C 1.617 -0.634 -5.193
Br 2.609 -0.770 -6.817
C 2.291 -0.478 -3.965
C 3.689 -0.402 -3.801
C 4.207 -0.283 -2.539
C 3.342 -0.255 -1.438
N 2.038 -0.315 -1.562
C 1.501 -0.398 -2.788
C 0.058 -0.407 -2.825
O -0.656 -0.266 -1.759
H -0.248 -0.848 -6.198
H 4.335 -0.433 -4.667
H 5.275 -0.231 -2.377
H 3.735 -0.173 -0.432
C -4.315 0.465 0.996
C -2.917 1.102 0.880
C -2.780 2.165 1.992
C -2.858 1.791 -0.490
N -1.821 0.158 0.885
H -5.065 1.196 0.677
H -4.544 0.175 2.020
H -4.376 -0.417 0.360
H -3.532 2.951 1.869
H -1.785 2.613 1.959
H -2.914 1.705 2.974
H -3.600 2.591 -0.573
H -3.043 1.045 -1.263
H -1.862 2.202 -0.660
Br 0.311 -3.466 -0.929
C -0.981 -2.811 0.350
C -2.105 -3.542 0.561
C -3.005 -3.023 1.559
C -2.769 -1.850 2.163
C -1.602 -0.986 1.773
N -0.589 -1.712 0.973
H -2.282 -4.481 0.060
H -3.867 -3.622 1.835
H -3.411 -1.474 2.949
H -1.095 -0.658 2.708
*
```

The frontier orbital gap is 0.2147 Ha. The LUMO energy is 2.3 eV. Its largest force on an atom is 0.84 eV Å⁻¹. The energy relative to the best compared isomer or geometry (same formula, charge and spin) comes out at 0.00 kJ/mol. The total energy comes out at -11382.06035 Eh.

=====

No. 6
Below is a structure of composition C27H23Br9N4O8 at a distorted geometry, with properties calculated with the ωB97M-V functional and the def2-TZVPD basis.

```
! wB97M-V def2-TZVPD RIJCOSX def2/J DEFGRID3
* xyz 0 1
C 1.131 -6.969 4.229
Br 0.656 -6.298 2.392
Br 0.352 -6.300 5.872
Br 3.109 -6.699 4.294
H 0.963 -8.046 4.228
C 2.510 -1.943 -0.506
Br 2.464 -0.370 0.687
Br 4.275 -2.761 -0.736
Br 1.548 -1.525 -2.094
H 1.872 -2.702 -0.054
C 9.301 -1.503 -1.163
Br 8.775 -1.193 0.667
Br 10.889 -2.599 -1.252
Br 9.424 0.205 -2.208
H 8.507 -2.070 -1.649
C -6.237 -5.434 -5.233
C -5.484 -4.235 -5.079
C -4.311 -4.340 -4.363
C -3.801 -5.569 -3.876
C -4.524 -6.644 -4.014
C -5.745 -6.625 -4.680
N -2.556 -5.507 -3.088
O -2.276 -4.517 -2.375
O -1.878 -6.449 -3.236
H -7.211 -5.461 -5.699
H -5.714 -3.412 -5.739
H -3.758 -3.424 -4.216
H -4.117 -7.587 -3.681
H -6.202 -7.596 -4.805
C 0.813 5.382 -3.395
C 1.077 4.123 -2.976
C 2.390 3.565 -2.918
C 3.459 4.481 -3.033
C 3.234 5.800 -3.478
C 1.862 6.271 -3.678
N 4.873 4.069 -2.704
O 5.874 4.620 -3.301
O 4.993 3.056 -1.948
H -0.167 5.836 -3.421
H 0.139 3.597 -2.880
H 2.611 2.572 -2.555
H 3.926 6.621 -3.588
H 1.685 7.302 -3.949
C -1.549 -1.001 5.113
C -0.218 -1.065 4.975
C 0.575 0.048 5.212
C 0.005 1.240 5.657
C -1.383 1.288 5.696
C -2.180 0.176 5.481
N 0.775 2.410 6.031
O 1.800 2.636 5.448
O 0.290 3.114 6.874
H -2.054 -1.931 4.897
H 0.208 -2.012 4.681
H 1.653 0.122 5.210
H -1.820 2.202 6.070
H -3.170 0.279 5.900
C -1.102 5.223 1.336
C -0.581 3.912 1.389
C -1.428 2.896 1.063
C -2.790 3.131 0.854
C -3.296 4.388 0.891
C -2.400 5.447 1.117
N -3.701 2.000 0.530
O -4.793 2.109 -0.062
O -3.231 0.884 0.737
H -0.458 6.054 1.584
H 0.441 3.754 1.700
H -1.232 1.834 1.082
H -4.273 4.697 0.549
H -2.818 6.440 1.188
*
```

The frontier orbital gap is 0.3370 Ha. The LUMO energy is -0.8 eV. Its largest force on an atom is 5.82 eV Å⁻¹. The energy relative to the best compared isomer or geometry (same formula, charge and spin) comes out at 304.06 kJ/mol. The total energy comes out at -25029.20298 Eh.

=====

Copy entry 5 word for word.
Below is a structure of composition C27H23Br3GaN4OS, with properties calculated with the ωB97M-V functional and the def2-TZVPD basis.

```
! wB97M-V def2-TZVPD RIJCOSX def2/J DEFGRID3
* xyz -1 1
Ga -0.027 0.069 0.079
S 2.068 3.461 2.225
C 1.104 4.193 1.010
C 0.472 3.273 0.230
C 0.754 1.920 0.575
C 1.614 1.878 1.642
C 2.158 0.651 2.184
C 3.048 0.564 3.259
C 3.534 -0.674 3.630
C 3.123 -1.804 2.932
C 2.229 -1.635 1.888
N 1.768 -0.447 1.521
H 1.052 5.270 0.955
H -0.160 3.570 -0.596
H 3.344 1.462 3.787
H 4.228 -0.763 4.457
H 3.480 -2.791 3.189
H 1.871 -2.482 1.319
Br -2.393 -0.642 -4.219
C -0.506 -0.587 -4.085
C 0.252 -0.708 -5.251
C 1.617 -0.634 -5.193
Br 2.609 -0.770 -6.817
C 2.291 -0.478 -3.965
C 3.689 -0.402 -3.801
C 4.207 -0.283 -2.539
C 3.342 -0.255 -1.438
N 2.038 -0.315 -1.562
C 1.501 -0.398 -2.788
C 0.058 -0.407 -2.825
O -0.656 -0.266 -1.759
H -0.248 -0.848 -6.198
H 4.335 -0.433 -4.667
H 5.275 -0.231 -2.377
H 3.735 -0.173 -0.432
C -4.315 0.465 0.996
C -2.917 1.102 0.880
C -2.780 2.165 1.992
C -2.858 1.791 -0.490
N -1.821 0.158 0.885
H -5.065 1.196 0.677
H -4.544 0.175 2.020
H -4.376 -0.417 0.360
H -3.532 2.951 1.869
H -1.785 2.613 1.959
H -2.914 1.705 2.974
H -3.600 2.591 -0.573
H -3.043 1.045 -1.263
H -1.862 2.202 -0.660
Br 0.311 -3.466 -0.929
C -0.981 -2.811 0.350
C -2.105 -3.542 0.561
C -3.005 -3.023 1.559
C -2.769 -1.850 2.163
C -1.602 -0.986 1.773
N -0.589 -1.712 0.973
H -2.282 -4.481 0.060
H -3.867 -3.622 1.835
H -3.411 -1.474 2.949
H -1.095 -0.658 2.708
*
```

The frontier orbital gap is 0.2147 Ha. The LUMO energy is 2.3 eV. Its largest force on an atom is 0.84 eV Å⁻¹. The energy relative to the best compared isomer or geometry (same formula, charge and spin) comes out at 0.00 kJ/mol. The total energy comes out at -11382.06035 Eh.